41
Properties=species:S:1:pos:R:3 method="wB97M-V/def2-TZVPD" multiplicity=1 homo_lumo_gap_ha=0.3390 energy_ev=-26608.32112 lumo_ev=0.66 charge=0 de_lowest_kj_mol=15.2 homo_ev=-8.56
C 5.3878 1.2814 1.6465
C 5.2080 1.1707 0.1389
O 3.9058 0.6954 -0.1950
C 3.7156 -0.6270 -0.1709
O 4.5850 -1.4266 0.0836
C 2.3185 -1.0042 -0.5086
C 2.0168 -2.3576 -0.6318
C 0.7277 -2.7449 -0.9467
C -0.2565 -1.7928 -1.1334
C 0.0391 -0.4349 -1.0059
N -1.0033 0.4741 -1.1992
C -1.0533 1.7990 -0.8678
O -0.1093 2.4492 -0.4842
C -2.4534 2.3761 -0.9989
C -3.2564 2.0842 0.2852
C -3.3789 0.6060 0.5254
C -4.3209 -0.1450 -0.1688
C -4.3880 -1.5178 -0.0058
C -3.5090 -2.1584 0.8513
C -2.5709 -1.4190 1.5520
C -2.5087 -0.0463 1.3911
C 1.3346 -0.0396 -0.6951
H 5.3230 0.2955 2.1004
H 6.3619 1.7083 1.8680
H 4.6142 1.9176 2.0696
H 5.9547 0.4889 -0.2822
H 5.2833 2.1495 -0.3392
H 2.8013 -3.0822 -0.4794
H 0.4844 -3.7921 -1.0457
H -1.2669 -2.0963 -1.3712
H -1.8822 0.0415 -1.4514
H -2.9646 1.9517 -1.8647
H -2.3674 3.4552 -1.1284
H -4.2476 2.5314 0.1832
H -2.7493 2.5573 1.1274
H -5.0087 0.3512 -0.8399
H -5.1271 -2.0882 -0.5496
H -3.5573 -3.2300 0.9751
H -1.8833 -1.9128 2.2220
H -1.7707 0.5261 1.9343
H 1.5721 1.0052 -0.5900